1.
{
  "formula": "C4H3ClN2O",
  "method": "ωB97M-V/def2-TZVPD",
  "de_lowest_ev": 0.605,
  "smiles": "N#C/C(Cl)=C/C(N)=O",
  "multiplicity": 1,
  "lumo_ev": -0.6,
  "elements": ["N", "C", "C", "Cl", "C", "C", "N", "O", "H", "H", "H"],
  "positions_angstrom": [[3.545696, -1.113186, -0.019074], [2.508566, -0.597630, -0.072493], [1.217664, 0.026911, -0.141039], [1.288855, 1.741178, -0.391645], [0.095205, -0.694843, -0.021428], [-1.336752, -0.271227, -0.142364], [-1.695452, 0.926496, 0.353070], [-2.126635, -1.053574, -0.641424], [0.197083, -1.779288, 0.094652], [-1.045269, 1.594024, 0.741764], [-2.648959, 1.221139, 0.239983]],
  "forces_ev_per_angstrom": [[-1.2, 0.6, -0.1], [1.1, -0.6, 0.0], [-0.5, -0.3, 0.1], [0.0, -0.1, 0.0], [0.5, -0.1, 0.0], [-0.2, -0.4, -0.1], [0.1, 0.6, 0.2], [0.3, 0.2, 0.1], [0.0, 0.4, 0.0], [0.0, -0.3, -0.2], [-0.1, -0.1, 0.0]]
}

2.
{
  "formula": "C27H53As3KO9P",
  "method": "ωB97M-V/def2-TZVPD",
  "charge": -2,
  "de_lowest_ev": 0.000,
  "multiplicity": 1,
  "lumo_ev": 4.1,
  "elements": ["K", "O", "C", "O", "C", "C", "C", "C", "C", "O", "C", "C", "O", "O", "H", "H", "H", "H", "H", "H", "H", "H", "C", "As", "C", "C", "C", "C", "C", "As", "C", "C", "C", "As", "C", "C", "H", "H", "H", "H", "H", "H", "H", "H", "H", "H", "H", "H", "H", "H", "H", "H", "H", "H", "H", "H", "H", "H", "H", "H", "H", "H", "H", "C", "C", "C", "C", "O", "P", "O", "O", "O", "C", "C", "C", "C", "H", "H", "H", "H", "H", "H", "H", "H", "H", "H", "H", "H", "H", "H", "H", "H", "H", "H"],
  "positions_angstrom": [[1.692409, -0.695113, -1.004987], [4.221407, -2.161439, -4.129605], [3.158946, -1.961904, -3.508226], [2.849235, -2.368851, -2.364319], [2.126717, -1.051133, -4.268238], [2.242230, 0.458225, -3.930812], [1.803120, 1.278204, -5.156181], [0.276895, 1.041833, -5.141289], [0.117125, 0.177464, -3.876873], [1.143714, 0.728386, -3.038116], [0.572717, -1.254504, -4.153100], [-0.015866, -2.326345, -3.180944], [-0.172434, -3.468600, -3.644358], [-0.346717, -1.925578, -2.027077], [2.406676, -1.165410, -5.315144], [3.166844, 0.767505, -3.446270], [2.285736, 0.945229, -6.075141], [2.037382, 2.334445, -5.004864], [-0.088578, 0.534379, -6.035654], [-0.267198, 1.983173, -5.036552], [-0.834768, 0.245498, -3.353014], [0.216437, -1.556031, -5.140585], [-1.197942, -0.073650, 2.731312], [-1.037829, -0.554655, 0.822299], [-1.777601, 1.137973, 0.142706], [-2.716858, -1.574937, 0.531751], [-2.814675, -3.092448, 0.746910], [-4.103456, -3.558275, 0.044273], [-1.665087, -3.858143, 0.064967], [0.147770, -3.867289, 0.844678], [0.971656, -4.856422, -0.626732], [-0.062855, -5.389943, 2.122002], [-2.878763, -3.483268, 2.228130], [-4.592804, -3.318329, 3.211764], [-3.828003, -3.892331, 4.938073], [-4.677764, -1.405206, 3.666276], [-2.127770, 0.464577, 2.923245], [-0.347499, 0.570735, 2.966677], [-1.147872, -0.962841, 3.360590], [-2.698927, 1.395709, 0.670608], [-1.973510, 1.015317, -0.923156], [-1.017280, 1.909747, 0.270221], [-2.879300, -1.394397, -0.536619], [-3.530982, -1.069585, 1.065395], [-3.985145, -3.442809, -1.035274], [-4.975810, -2.977694, 0.357577], [-4.308042, -4.612710, 0.253894], [-1.492587, -3.461417, -0.940323], [-1.960066, -4.912201, -0.016717], [0.354636, -5.721094, -0.878422], [1.957964, -5.176496, -0.290828], [1.067173, -4.203343, -1.493779], [-0.712827, -6.172489, 1.720331], [-0.467175, -5.029833, 3.068277], [0.922204, -5.822538, 2.308082], [-2.104183, -2.978222, 2.812367], [-2.677326, -4.557652, 2.301770], [-3.524000, -4.935723, 4.852570], [-4.590856, -3.810155, 5.712644], [-2.962174, -3.287436, 5.210918], [-5.096740, -0.841646, 2.834013], [-3.697698, -1.005207, 3.915116], [-5.343610, -1.303190, 4.525005], [2.466081, 4.744924, -1.860561], [1.145823, 4.389485, -1.190610], [0.695956, 5.541843, -0.289825], [0.091100, 4.082927, -2.248606], [1.193728, 3.227781, -0.357651], [2.484339, 2.353045, 0.135541], [3.461113, 2.153604, -0.959846], [1.865532, 1.185331, 0.841173], [3.151880, 3.357528, 1.245413], [2.782612, 3.380309, 2.625010], [1.272385, 3.526086, 2.785925], [3.288106, 2.119836, 3.313464], [3.493169, 4.611987, 3.188859], [2.310073, 5.660489, -2.441810], [2.807057, 3.947431, -2.516987], [3.253843, 4.929038, -1.129286], [0.526035, 6.455685, -0.867441], [1.461237, 5.743259, 0.461954], [-0.230362, 5.274277, 0.222393], [-0.036208, 4.921774, -2.938506], [-0.870618, 3.871451, -1.775102], [0.400675, 3.194477, -2.802418], [0.755110, 2.750820, 2.217449], [0.941704, 4.502505, 2.429243], [0.996490, 3.429593, 3.840118], [2.779666, 1.243200, 2.913624], [3.108777, 2.188751, 4.391230], [4.361248, 2.007613, 3.149112], [3.172066, 5.501053, 2.642175], [4.573952, 4.507594, 3.077063], [3.259015, 4.746383, 4.247658]],
  "forces_ev_per_angstrom": [[0.1, 0.0, 0.8], [-0.1, 0.1, 0.0], [-0.1, 0.0, -0.2], [0.1, -0.2, -0.1], [0.1, -0.1, -0.1], [0.1, 0.0, 0.0], [0.2, 0.1, 0.0], [-0.2, 0.0, 0.0], [-0.2, 0.1, 0.2], [0.0, -0.2, -0.2], [0.0, -0.3, -0.2], [0.1, 0.1, -0.1], [0.0, 0.1, 0.0], [-0.2, 0.1, 0.0], [0.0, -0.1, 0.0], [0.0, 0.0, -0.1], [0.0, 0.0, 0.0], [0.0, 0.0, 0.0], [0.0, 0.0, 0.0], [0.0, 0.0, 0.0], [0.0, 0.0, -0.1], [0.0, -0.1, 0.0], [0.0, 0.0, -0.1], [0.1, -0.1, 0.0], [0.1, -0.2, 0.0], [-0.1, 0.2, -0.1], [0.0, -0.1, -0.1], [0.0, 0.0, -0.1], [0.0, -0.1, 0.0], [0.0, 0.1, 0.2], [-0.1, 0.0, 0.2], [0.1, 0.0, -0.2], [-0.1, 0.0, 0.2], [0.1, 0.0, 0.0], [-0.1, 0.0, -0.1], [0.0, -0.1, -0.1], [0.0, 0.0, 0.1], [-0.1, 0.0, 0.0], [0.0, 0.0, 0.0], [0.0, 0.1, 0.0], [0.0, 0.0, 0.0], [0.0, 0.0, 0.0], [0.0, 0.0, 0.0], [0.0, 0.0, 0.0], [0.0, 0.0, 0.0], [0.0, 0.0, 0.0], [0.0, 0.0, 0.0], [0.0, 0.0, 0.0], [0.0, 0.0, -0.1], [0.0, 0.0, -0.1], [0.0, 0.0, -0.1], [0.0, 0.0, 0.0], [0.0, 0.0, 0.0], [0.0, 0.0, 0.0], [0.0, 0.0, 0.0], [0.0, 0.0, -0.1], [0.0, 0.0, 0.0], [0.0, 0.0, 0.0], [0.0, 0.0, 0.0], [0.0, 0.0, 0.0], [0.0, 0.0, 0.0], [0.1, 0.0, 0.0], [0.0, 0.0, 0.0], [0.1, 0.1, -0.1], [-0.1, 0.0, 0.1], [0.0, 0.0, 0.0], [0.0, -0.1, 0.0], [0.1, -0.1, 0.0], [-0.3, -0.2, 0.0], [0.0, 0.1, 0.1], [0.1, 0.3, 0.0], [0.2, 0.1, -0.3], [0.0, 0.1, 0.0], [-0.1, 0.0, 0.1], [0.0, -0.1, 0.2], [-0.1, -0.1, 0.0], [0.0, 0.0, 0.0], [0.0, 0.0, 0.0], [0.0, 0.0, 0.0], [0.0, 0.0, 0.0], [0.0, 0.0, 0.0], [0.0, 0.0, 0.0], [0.0, 0.0, 0.0], [0.0, 0.0, 0.0], [0.0, 0.0, 0.0], [0.1, 0.1, 0.1], [0.0, 0.0, 0.0], [0.0, 0.0, 0.0], [0.0, 0.1, 0.0], [0.0, 0.0, 0.0], [0.0, 0.0, 0.0], [0.0, 0.0, 0.0], [0.0, 0.0, 0.0], [0.0, 0.0, 0.0]]
}

3.
{
  "formula": "C52H41Cl2FGeHfN3O2",
  "method": "ωB97M-V/def2-TZVPD",
  "charge": -1,
  "de_lowest_ev": 0.281,
  "multiplicity": 1,
  "lumo_ev": 1.8,
  "elements": ["Hf", "C", "C", "C", "C", "C", "C", "C", "C", "C", "C", "C", "C", "C", "C", "C", "N", "H", "H", "H", "H", "H", "H", "H", "H", "H", "H", "N", "C", "C", "C", "C", "C", "C", "C", "C", "N", "C", "H", "H", "H", "H", "H", "H", "H", "H", "F", "C", "C", "C", "C", "C", "C", "C", "H", "H", "H", "H", "H", "H", "Cl", "C", "Cl", "C", "O", "O", "H", "C", "Ge", "C", "C", "C", "C", "C", "C", "C", "C", "C", "C", "C", "C", "C", "C", "C", "C", "C", "C", "H", "H", "H", "H", "H", "H", "H", "H", "H", "H", "H", "H", "H", "H", "H", "H"],
  "positions_angstrom": [[-0.991751, 0.327089, -0.196892], [2.105917, 3.810517, -0.634353], [1.369190, 4.862978, -0.098199], [0.031815, 4.670067, 0.196537], [-0.568425, 3.422059, -0.006269], [0.181013, 2.311023, -0.427842], [1.512261, 2.564805, -0.775994], [-2.045426, 3.268823, 0.101484], [-2.874576, 4.417676, 0.237055], [-4.219264, 4.302475, 0.204857], [-4.810789, 3.042762, -0.031875], [-6.207830, 2.878315, -0.178080], [-6.734008, 1.655791, -0.472346], [-5.873549, 0.546179, -0.629137], [-4.523673, 0.680703, -0.476847], [-3.954400, 1.934234, -0.165775], [-2.577745, 2.059635, -0.033833], [3.136663, 3.965125, -0.934738], [1.827746, 5.829971, 0.069479], [-0.524122, 5.502357, 0.610327], [2.102478, 1.761712, -1.209878], [-2.420095, 5.386913, 0.360377], [-4.853785, 5.175462, 0.315583], [-6.846501, 3.747438, -0.066827], [-7.802680, 1.535874, -0.599813], [-6.277792, -0.427606, -0.882244], [-3.849781, -0.160362, -0.620532], [2.829240, -0.351274, 0.405709], [3.530821, -1.523101, 0.296157], [4.899748, -1.622234, 0.392090], [5.533181, -2.884718, 0.338110], [4.817556, -4.037894, 0.174506], [3.403197, -3.966125, 0.063735], [2.565127, -5.096468, -0.107466], [1.212103, -4.931980, -0.164793], [0.672799, -3.625309, -0.052457], [1.416244, -2.561952, 0.081333], [2.762526, -2.718921, 0.137925], [3.318724, 0.516068, 0.272691], [1.879390, -0.381903, 0.061506], [5.492479, -0.722548, 0.515412], [6.612074, -2.930329, 0.430255], [5.306391, -5.004118, 0.131492], [3.016190, -6.079814, -0.188591], [0.536317, -5.769214, -0.291754], [-0.399283, -3.455194, -0.071464], [-1.717728, 4.986103, 4.419641], [-1.377446, 3.785948, 3.868132], [-2.338895, 2.809753, 3.729870], [-1.976160, 1.592193, 3.162967], [-0.674915, 1.329648, 2.708939], [-0.324467, 0.057658, 2.012063], [0.263061, 2.352862, 2.906538], [-0.073125, 3.570298, 3.480106], [-3.351692, 2.995739, 4.066653], [-2.724477, 0.814237, 3.080247], [-0.917258, -0.778596, 2.386756], [0.737478, -0.162088, 2.124681], [1.287744, 2.185648, 2.591051], [0.665251, 4.350653, 3.618555], [0.833366, -1.530839, -4.563606], [-0.301600, -0.210252, -4.265703], [0.254059, 1.299390, -5.042320], [-0.510847, 0.075206, -2.778967], [-1.572963, 0.645234, -2.455830], [0.374664, -0.259792, -1.940272], [-1.251142, -0.470970, -4.715956], [-1.971165, -1.575428, -0.423162], [-3.337455, -2.789115, -0.033620], [-2.844935, -4.712738, 0.071478], [-2.265777, -5.232385, 1.233444], [-1.872957, -6.562873, 1.314157], [-2.045267, -7.405674, 0.221828], [-2.612513, -6.909243, -0.943948], [-3.005716, -5.574857, -1.015180], [-4.738702, -2.774241, -1.455415], [-5.954009, -3.457545, -1.352124], [-6.910068, -3.389865, -2.360057], [-6.663383, -2.635257, -3.501955], [-5.459693, -1.954623, -3.627299], [-4.510779, -2.023234, -2.609487], [-4.314726, -2.499301, 1.650864], [-4.237020, -1.271256, 2.303317], [-4.920152, -1.029496, 3.488662], [-5.710779, -2.027028, 4.042641], [-5.804588, -3.261262, 3.410101], [-5.109098, -3.494126, 2.227926], [-1.545979, -1.959311, -1.372836], [-2.116916, -4.581092, 2.089782], [-1.430084, -6.943461, 2.227308], [-1.734787, -8.442386, 0.279025], [-2.751664, -7.561547, -1.798440], [-3.447175, -5.198417, -1.932324], [-6.165782, -4.044708, -0.463609], [-7.849521, -3.920636, -2.254524], [-7.412641, -2.568884, -4.282275], [-5.264852, -1.358082, -4.511427], [-3.583030, -1.461523, -2.689336], [-3.632579, -0.490726, 1.857339], [-4.833444, -0.067608, 3.981711], [-6.251251, -1.845263, 4.964021], [-6.417608, -4.044172, 3.842259], [-5.176926, -4.468453, 1.754492]],
  "forces_ev_per_angstrom": [[-0.7, -2.0, -0.1], [-0.1, 0.0, 0.1], [0.0, -0.1, 0.0], [0.0, 0.1, 0.1], [0.0, 0.1, 0.0], [0.1, 0.4, -0.3], [0.1, 0.0, 0.0], [0.1, 0.1, 0.1], [0.2, 0.0, 0.1], [-0.2, 0.0, 0.0], [-0.1, 0.0, 0.0], [0.1, 0.1, 0.0], [0.0, -0.2, 0.0], [-0.2, 0.1, 0.0], [0.2, 0.0, 0.0], [0.1, -0.1, 0.1], [-0.2, 0.0, -0.2], [0.0, 0.0, 0.0], [0.0, 0.0, 0.0], [0.0, 0.0, 0.0], [0.0, 0.0, 0.0], [0.0, 0.0, 0.0], [0.0, 0.0, 0.0], [0.0, 0.0, 0.0], [0.0, 0.0, 0.0], [0.0, 0.0, 0.0], [0.0, 0.0, 0.0], [0.2, 0.2, 0.0], [0.0, 0.1, 0.1], [0.1, -0.1, 0.0], [-0.1, 0.1, 0.0], [-0.1, 0.0, 0.0], [0.0, -0.1, 0.0], [0.0, 0.0, 0.0], [0.0, 0.1, 0.0], [0.0, -0.2, 0.0], [0.0, 0.0, 0.0], [-0.1, 0.0, 0.0], [0.0, 0.0, 0.0], [0.2, -0.1, 0.0], [0.0, 0.0, 0.0], [0.0, 0.0, 0.0], [0.0, 0.0, 0.0], [0.0, 0.0, 0.0], [0.0, 0.0, 0.0], [0.1, 0.0, 0.0], [0.0, 0.0, 0.0], [0.0, 0.0, 0.0], [0.0, -0.1, -0.1], [0.0, 0.1, 0.1], [0.0, -0.1, 0.2], [-0.2, 0.7, 0.1], [0.1, 0.0, 0.0], [0.1, 0.0, 0.0], [0.0, 0.0, 0.0], [0.0, 0.0, 0.0], [0.0, 0.0, 0.0], [0.0, -0.1, -0.1], [0.0, 0.0, 0.0], [0.0, 0.0, 0.0], [-0.1, 0.1, 0.0], [0.1, 0.0, 0.0], [0.0, -0.1, 0.0], [0.2, 0.1, 0.1], [0.2, 0.1, -0.4], [-0.4, 0.2, 0.2], [0.0, 0.0, 0.0], [0.2, 0.6, 0.1], [-0.1, -0.3, -0.1], [0.0, -0.1, 0.0], [0.0, 0.0, -0.1], [0.0, 0.0, 0.0], [0.0, 0.0, 0.0], [0.0, 0.1, 0.0], [0.0, 0.0, 0.1], [-0.1, 0.0, -0.1], [0.0, 0.1, 0.0], [0.1, 0.0, 0.0], [0.0, 0.0, 0.0], [0.0, 0.0, 0.1], [-0.1, 0.0, 0.0], [0.0, 0.0, 0.1], [0.0, -0.1, 0.0], [0.0, 0.0, 0.0], [0.0, 0.0, 0.0], [0.0, 0.0, -0.1], [0.0, 0.1, 0.1], [-0.1, 0.1, 0.0], [0.0, 0.0, 0.0], [0.0, 0.0, 0.0], [0.0, 0.0, 0.0], [0.0, 0.0, 0.0], [0.0, 0.0, 0.0], [0.0, 0.0, 0.0], [0.0, 0.0, 0.0], [0.0, 0.0, 0.0], [0.0, 0.0, 0.0], [0.0, 0.0, 0.0], [0.0, 0.0, 0.0], [0.0, 0.0, 0.0], [0.0, 0.0, 0.0], [0.0, 0.0, 0.0], [0.0, 0.0, 0.0]]
}

| no. | frontier orbital gap (eV) | maximum force (eV/A) |
| --- | --- | --- |
| 1 | 9.90 | 1.361 |
| 2 | 6.73 | 0.794 |
| 3 | 5.50 | 2.156 |